# C2H7N3O2

2 unconnected molecules or ions with the total composition C2H7N3O2 in a non-equilibrium geometry (ωB97M-V/def2-TZVPD, the OMol25 dataset).

**Highest occupied orbital energy**: -8.48 eV
**HOMO-LUMO gap**: 8.445 eV
**2S+1**: 1

Last column: natural (NBO) charge in e.
Cartesian coordinates (Å):
C 0.14844 -0.06099 1.60891  -0.6226
C -0.24871 -0.02439 -0.42956  0.4423
N 0.26045 -1.15297 -0.99630  -0.8363
N 0.11348 1.25635 -0.81926  -0.8762
N -1.77948 -0.04822 -0.18036  0.5018
O -2.37342 -1.09763 -0.27779  -0.3690
O -2.26130 1.09116 -0.13050  -0.4152
H 0.33099 -1.22236 1.82254  0.2078
H -0.70088 0.41501 1.96331  0.1831
H 0.97513 0.63326 1.80378  0.2059
H 0.26908 -1.19391 -2.00454  0.3733
H -0.40154 -1.89858 -0.76076  0.3960
H -0.74947 1.79386 -0.77208  0.4141
H 0.76266 1.49684 -1.49518  0.3951



# C57H57CaClFN7OP2S2

A molecular structure, C57H57CaClFN7OP2S2 (ωB97M-V/def2-TZVPD, the OMol25 dataset).

**Highest occupied orbital energy**: -6.36 eV
**HOMO-LUMO gap**: 6.264 eV
**2S+1**: 1

Last column: Mulliken charge in e.
Cartesian coordinates (Å):
Ca -0.61455 0.16377 -0.36709  1.4155
O 1.64167 2.20793 -0.89022  -0.1668
S 2.84812 1.48188 -1.40242  -0.1557
C 2.17928 0.49039 -2.76155  1.7033
C 3.02504 -0.45910 -3.31219  -0.7587
C 2.67391 -1.14936 -4.45945  -1.2065
C 1.49307 -0.82615 -5.09941  -0.8081
C 0.67550 0.16376 -4.57860  -0.5463
C 0.96764 0.83706 -3.39777  -0.3480
P -0.26514 2.05485 -2.73558  0.9775
C 0.71073 3.58549 -3.02855  0.1196
C 0.70814 4.60996 -2.08460  0.8456
C 1.42343 5.77268 -2.30689  -0.8453
C 2.15634 5.92734 -3.47760  -0.7693
C 2.17024 4.91240 -4.41970  -0.8880
C 1.45037 3.74444 -4.19480  -0.5414
C -1.87940 2.32779 -3.74994  1.1344
C -3.87387 1.72497 -4.39647  0.5333
C -4.80496 2.87566 -4.56364  -1.6420
C -4.43956 4.15512 -4.52182  -0.8759
C -3.08740 4.58658 -4.21271  -0.8102
C -2.04061 3.84070 -3.84013  -1.0402
C 3.23485 0.40696 -0.00655  0.7958
C 4.27907 -0.49180 -0.15026  -0.9260
C 4.62636 -1.33625 0.88832  -1.2199
C 3.94404 -1.24136 2.08656  -0.7484
C 2.96684 -0.27357 2.25429  -0.8618
C 2.59211 0.59428 1.23007  1.4887
P 1.31678 1.91476 1.54480  0.5082
C 2.34662 3.42482 1.47107  1.8828
C 1.69653 4.65464 1.40041  -0.9800
C 2.42510 5.83395 1.39448  -1.0788
C 3.81273 5.79879 1.44654  -0.7821
C 4.46394 4.57767 1.51170  -0.8494
C 3.73560 3.39531 1.52870  -0.5892
C 1.07477 1.93439 3.38456  -0.7100
C -0.36107 1.99772 3.83774  0.3562
C -0.56415 2.57017 5.25550  -1.0508
C 0.60275 2.48903 6.18219  -0.9660
C 1.83068 2.26765 5.70992  -1.0557
C 2.06611 2.07997 4.27261  0.2633
H 3.96802 -0.68135 -2.83817  0.0868
H 3.33001 -1.91404 -4.85207  0.4049
H 1.20443 -1.32553 -6.01548  0.5031
H -0.22440 0.41854 -5.10680  0.6717
H 0.15532 4.48301 -1.16246  0.1586
H 1.42094 6.55508 -1.55889  0.4535
H 2.71986 6.83564 -3.64891  0.3869
H 2.74112 5.02242 -5.33279  0.4216
H 1.46939 2.95550 -4.93765  0.4574
H -4.39276 0.80879 -4.67407  0.6851
H -5.84224 2.63205 -4.76390  0.4659
H -5.17862 4.92689 -4.70100  0.3721
H -2.90679 5.65577 -4.25405  0.4089
H -1.15209 4.42109 -3.66549  0.0893
H 4.82373 -0.54776 -1.08087  0.5813
H 5.42027 -2.05886 0.75688  0.3530
H 4.18566 -1.90269 2.90847  0.4182
H 2.47362 -0.19599 3.20988  0.2526
H 0.61498 4.68910 1.36850  0.4801
H 1.90435 6.78233 1.34549  0.5832
H 4.38165 6.71933 1.43395  0.4092
H 5.54549 4.53788 1.54989  0.4508
H 4.26106 2.44932 1.57814  0.3926
H -0.85766 1.04782 3.65107  0.8665
H -1.43803 2.10517 5.71683  0.5110
H 0.43744 2.65305 7.24062  0.4814
H 2.68435 2.24514 6.37748  0.4350
H 3.09592 2.09037 3.93262  0.4234
C -5.25321 1.98566 -1.73924  -2.1484
C -3.72475 2.10969 -1.74705  0.9537
C -3.33783 3.49379 -1.22433  -1.8419
C -3.08257 1.56661 -3.05974  1.4842
C -2.52186 1.88078 -5.15598  0.0821
C -2.25107 0.62028 -5.87735  -2.3883
C -2.35677 -0.57621 -5.30937  -0.6833
C -2.47663 -0.87912 -3.87714  1.5993
C -2.29426 -2.40469 -3.73074  0.4239
C -3.56424 -3.11833 -4.23093  -1.7355
C -1.81912 -3.06221 -2.44345  -1.3235
C -2.70228 0.02078 -2.87879  -1.1897
N -2.55442 -0.39730 -1.53994  1.0492
C -3.63156 -0.96482 -0.93930  -0.3382
C -4.85515 -1.33866 -1.52734  -0.8335
C -5.86397 -1.93784 -0.78755  -1.3562
C -5.71947 -2.19650 0.56683  -0.8239
C -4.52765 -1.83147 1.19125  -0.8298
C -3.55647 -1.23920 0.43396  0.3745
F -2.37871 -0.85242 1.04321  0.2848
H -5.61355 1.98866 -0.70859  0.4530
H -5.59260 1.05558 -2.18960  0.3278
H -5.73051 2.81664 -2.25766  0.5031
H -3.37868 1.42920 -0.97753  -0.2265
H -2.26929 3.69632 -1.30095  0.2463
H -3.59878 3.53866 -0.16320  0.6030
H -3.86082 4.30315 -1.72897  0.2923
H -2.49243 2.71497 -5.85281  0.7941
H -2.06011 0.69131 -6.94245  0.3074
H -2.23399 -1.44327 -5.94889  0.5951
H -1.50906 -2.63782 -4.46189  0.6267
H -4.28451 -3.22616 -3.42036  0.3486
H -3.31843 -4.11996 -4.59031  0.4513
H -4.05225 -2.58108 -5.04656  0.3338
H -2.56976 -3.05008 -1.65590  0.1788
H -0.90525 -2.61994 -2.05895  0.1180
H -1.61032 -4.11219 -2.66982  0.5117
H -4.99567 -1.15797 -2.58444  0.8628
H -6.78537 -2.20956 -1.28880  0.4402
H -6.50924 -2.67090 1.13182  0.3962
H -4.34972 -1.99978 2.24531  0.4452
N 0.83396 -3.21731 6.10208  -0.4163
C 0.55231 -2.24260 5.20726  0.4181
N 0.80661 -0.97055 5.58074  -0.2111
N 0.03536 -2.60616 4.05420  -0.8389
C -0.06831 -1.63281 3.16247  0.2605
N -0.15560 -0.78082 2.38625  0.2156
H 0.91825 -3.00075 7.07842  0.2235
H 0.53651 -4.14386 5.84921  0.2863
H 1.41053 -0.77486 6.35864  0.3029
H 0.67156 -0.22558 4.91325  -0.2527
Cl 1.00592 -1.76643 -0.66605  -0.7470
N -2.08600 4.51392 5.57859  -0.6745
C -0.98435 4.01434 4.81921  0.8753
N 0.00841 5.05035 4.78178  -0.5590
S -1.29519 3.38077 3.08231  -0.2295
H -2.35353 5.43423 5.24863  0.2778
H -2.88579 3.89874 5.51608  0.2660
H 0.16191 5.40671 5.71974  0.3396
H 0.88774 4.72570 4.39708  0.0873



# C3H5IN2

A single C3H5IN2 molecule in a non-equilibrium geometry (ωB97M-V/def2-TZVPD, the OMol25 dataset).

**Highest occupied orbital energy**: -8.26 eV
**HOMO-LUMO gap**: 8.108 eV
**2S+1**: 1

Last column: natural (NBO) charge in e.
Cartesian coordinates (Å):
I -0.63640 -2.96344 0.67418  0.2767
N 0.15660 -1.34212 -0.33064  -0.4399
C -0.74110 -0.45606 -0.89051  -0.0673
C -0.62539 0.81101 -0.51176  -0.2462
C 0.40443 0.95539 0.57778  -0.2838
N 0.98227 -0.35557 0.78546  -0.4465
H -1.41029 -0.86481 -1.62699  0.2266
H -1.14445 1.65912 -0.91166  0.2226
H 1.16085 1.69984 0.30170  0.2025
H -0.07046 1.28482 1.51234  0.1956
H 1.92393 -0.42818 0.42008  0.3596



# C4H2N2

A single C4H2N2 molecule in a non-equilibrium geometry (ωB97M-V/def2-TZVPD, the OMol25 dataset).

**Highest occupied orbital energy (spin up / spin down)**: -8.42 / -8.42 eV
**HOMO-LUMO gap (spin up / spin down)**: 7.407 / 7.406 eV
**2S+1**: 1

Last column: natural (NBO) charge in e.
Cartesian coordinates (Å):
C 2.01682 0.30063 -0.04102  0.1624
C -1.53853 0.33741 -0.08097  -0.4782
C -0.79263 1.38919 0.09115  0.2070
C 0.02532 -1.17134 -0.06237  0.3459
N 1.08185 -0.46520 -0.01496  -0.3547
N -1.21533 -1.02315 -0.03770  -0.4062
H 3.10440 0.31633 0.03945  0.2256
H -2.68190 0.31612 0.10643  0.2981



# C3H12N2O

3 unconnected molecules or ions with the total composition C3H12N2O in a non-equilibrium geometry (ωB97M-V/def2-TZVPD, the OMol25 dataset).

**Highest occupied orbital energy**: -8.95 eV
**HOMO-LUMO gap**: 9.827 eV
**2S+1**: 1

Last column: natural (NBO) charge in e.
Cartesian coordinates (Å):
C -2.32941 -0.06616 -0.06559  -0.3901
C -3.23614 -1.00773 0.17519  -0.3875
H -1.60009 0.18373 0.69976  0.1847
H -2.18098 0.40125 -1.03575  0.1960
H -3.10846 -1.58144 1.08444  0.1955
H -4.04301 -1.19541 -0.52033  0.1993
N 2.19139 1.18223 0.49846  -0.8957
C 1.15941 1.43242 -0.44178  0.1102
O 1.38222 2.60199 -1.16837  -0.7156
H 3.14089 1.26625 0.16276  0.3722
H 2.11294 0.56308 1.28252  0.3914
H 1.00541 0.61028 -1.15236  0.1237
H 0.20690 1.47695 0.08924  0.1434
H 1.10592 3.36719 -0.65770  0.4725
N 1.15908 -2.21074 0.46394  -1.0846
H 0.32227 -2.65090 0.81355  0.3646
H 1.71194 -2.90206 -0.02580  0.3588
H 0.99971 -1.47092 -0.20218  0.3614



# C7H10

A single C7H10 molecule in a non-equilibrium geometry (ωB97M-V/def2-TZVPD, the OMol25 dataset).

**Highest occupied orbital energy**: -8.64 eV
**HOMO-LUMO gap**: 9.660 eV
**2S+1**: 1

Last column: natural (NBO) charge in e.
Cartesian coordinates (Å):
C -0.18141 3.12909 0.27323  -0.5038
C 0.03778 1.94347 -0.23129  0.0856
C 0.46802 0.66553 -0.28736  -0.0798
C 1.72678 0.28104 -1.33701  -0.6124
C 0.03864 -0.38898 0.69116  -0.2279
C -0.87832 -1.17590 0.12550  -0.1304
C -1.43868 -2.45363 0.74094  -0.6587
H -0.66360 3.99879 -0.18061  0.2244
H 0.38676 3.25006 1.19612  0.2157
H 1.45638 -0.38794 -2.15986  0.2158
H 2.43449 -0.29413 -0.77673  0.2051
H 2.32455 1.12307 -1.64339  0.2172
H 0.47792 -0.56800 1.55521  0.2023
H -1.25856 -0.89476 -0.84778  0.1965
H -1.35887 -2.41936 1.90857  0.2089
H -1.08276 -3.45125 0.32726  0.2261
H -2.48913 -2.35709 0.64606  0.2153



# C4H5OZn

A molecular structure, C4H5OZn in a non-equilibrium geometry (ωB97M-V/def2-TZVPD, the OMol25 dataset).

**Highest occupied orbital energy (spin up / spin down)**: -17.52 / -19.56 eV
**HOMO-LUMO gap (spin up / spin down)**: 4.407 / 6.443 eV
**Net charge**: +2
**2S+1**: 2
**Expectation value of S²**: 0.780

Last column: natural (NBO) charge in e.
Cartesian coordinates (Å):
C -1.79668 0.08829 1.24685  -0.0571
C -0.58320 0.51392 0.76401  -0.1766
C 0.00228 -0.00839 -0.39624  -0.2265
C 1.37571 0.24564 -0.65268  0.3684
O 2.04286 -0.37228 -1.51782  -0.9130
Zn 2.12528 -1.74375 -2.54756  1.8201
H -2.24752 0.55896 2.11998  0.2500
H -2.35212 -0.70702 0.74629  0.2200
H -0.50729 -0.78010 -0.97923  0.2207
H 1.82755 1.15225 -0.21986  0.2376
H 0.11312 1.05249 1.43627  0.2563



Across the entries above, energy above the lowest of the compared OMol25 structures with the same formula, charge and spin takes the values 143.65; 164.51; 36.35; 178.28; 34.40; 88.18; 0.00 kcal/mol, respectively.